*1*
{
  "formula": "C7H12",
  "method": "ωB97M-V/def2-TZVPD",
  "total_charge": 0,
  "symbols": ["C", "C", "C", "C", "C", "C", "C", "H", "H", "H", "H", "H", "H", "H", "H", "H", "H", "H", "H"],
  "coordinates": [[0.688, -0.864, -1.915], [0.109, -0.975, -0.718], [0.567, -2.102, 0.210], [-0.670, 0.116, 0.028], [-1.424, -0.150, 1.092], [0.067, 1.444, -0.196], [0.308, 2.275, 1.095], [1.546, -1.348, -2.371], [0.423, -0.114, -2.654], [1.103, -1.678, 1.085], [-0.266, -2.681, 0.639], [1.292, -2.721, -0.281], [-1.379, -1.076, 1.635], [-1.742, 0.662, 1.730], [-0.434, 2.043, -0.974], [1.043, 1.252, -0.640], [1.193, 1.823, 1.554], [-0.504, 1.993, 1.734], [0.530, 3.334, 0.972]]
}

*2*
{
  "formula": "C7H12",
  "method": "ωB97M-V/def2-TZVPD",
  "total_charge": 0,
  "symbols": ["C", "C", "C", "C", "C", "C", "C", "H", "H", "H", "H", "H", "H", "H", "H", "H", "H", "H", "H"],
  "coordinates": [[1.135, -1.467, 0.666], [1.297, 0.035, 0.614], [0.794, 0.872, -0.533], [-0.191, 0.239, -1.506], [-1.509, 0.009, -0.719], [-1.267, 0.430, 0.754], [0.148, 0.987, 0.824], [1.936, -1.965, 0.107], [1.173, -1.828, 1.700], [0.183, -1.795, 0.237], [2.240, 0.381, 1.035], [1.440, 1.663, -0.906], [-0.357, 0.911, -2.354], [0.200, -0.699, -1.921], [-2.315, 0.610, -1.154], [-1.843, -1.032, -0.791], [-1.401, -0.414, 1.442], [-1.984, 1.199, 1.061], [0.321, 1.862, 1.445]]
}

What should be chosen as the most stable of them? Choose *2*.

*1*
{
  "formula": "C7H12",
  "method": "ωB97M-V/def2-TZVPD",
  "total_charge": 0,
  "symbols": ["C", "C", "C", "C", "C", "C", "C", "H", "H", "H", "H", "H", "H", "H", "H", "H", "H", "H", "H"],
  "coordinates": [[1.668, 1.559, 1.061], [0.618, 0.721, 1.102], [-0.773, 1.203, 1.542], [0.785, -0.783, 0.951], [0.246, -1.294, -0.377], [-0.276, -0.492, -1.331], [-1.226, -0.945, -2.413], [1.814, 2.436, 1.683], [2.499, 1.380, 0.373], [-0.975, 2.174, 1.090], [-1.497, 0.490, 1.139], [-0.847, 1.214, 2.630], [0.091, -1.226, 1.660], [1.821, -1.144, 0.968], [0.207, -2.367, -0.553], [0.173, 0.498, -1.447], [-1.906, -1.690, -2.001], [-0.597, -1.508, -3.116], [-1.824, -0.228, -2.960]]
}

*2*
{
  "formula": "C7H12",
  "method": "ωB97M-V/def2-TZVPD",
  "total_charge": 0,
  "symbols": ["C", "C", "C", "C", "C", "C", "C", "H", "H", "H", "H", "H", "H", "H", "H", "H", "H", "H", "H"],
  "coordinates": [[2.686, 0.363, 0.544], [1.509, -0.245, 0.673], [0.533, -0.522, -0.474], [0.978, -0.291, -1.709], [-0.782, -1.163, -0.072], [-1.442, -0.120, 0.932], [-2.020, 1.038, 0.038], [3.007, 0.880, -0.354], [3.315, 0.470, 1.411], [1.132, -0.614, 1.609], [0.327, -0.135, -2.559], [2.049, -0.214, -1.918], [-0.627, -2.203, 0.238], [-1.405, -1.115, -0.978], [-2.173, -0.514, 1.656], [-0.636, 0.391, 1.519], [-1.205, 1.558, -0.468], [-2.685, 0.702, -0.768], [-2.562, 1.735, 0.678]]
}

*3*
{
  "formula": "C7H12",
  "method": "ωB97M-V/def2-TZVPD",
  "total_charge": 0,
  "symbols": ["C", "C", "C", "C", "C", "C", "C", "H", "H", "H", "H", "H", "H", "H", "H", "H", "H", "H", "H"],
  "coordinates": [[-2.704, -0.598, -0.341], [-1.565, -0.763, 0.318], [-0.297, 0.319, 0.259], [-0.682, 1.755, 0.211], [0.802, -0.324, 0.008], [1.273, -1.728, -0.039], [2.070, 0.811, -0.118], [-3.549, -1.260, -0.200], [-2.845, 0.204, -1.053], [-1.461, -1.592, 1.010], [-0.709, 2.119, -0.817], [0.046, 2.352, 0.758], [-1.678, 1.880, 0.628], [0.493, -2.432, 0.233], [2.116, -1.859, 0.642], [1.622, -1.964, -1.046], [1.854, 1.586, -0.851], [2.279, 1.247, 0.857], [2.934, 0.248, -0.460]]
}

What should be chosen as the most stable of them? Choose *2*.

*1*
{
  "formula": "C7H12",
  "method": "ωB97M-V/def2-TZVPD",
  "total_charge": 0,
  "symbols": ["C", "C", "C", "C", "H", "H", "H", "H", "H", "H", "C", "C", "C", "H", "H", "H", "H", "H", "H"],
  "coordinates": [[-0.539, -0.752, 1.619], [-0.202, -1.589, 0.447], [0.624, -2.286, -0.264], [-0.800, -2.292, -0.738], [-1.062, -1.360, 2.367], [0.358, -0.329, 2.083], [-1.203, 0.066, 1.326], [1.616, -2.675, -0.436], [-1.086, -1.716, -1.625], [-1.427, -3.176, -0.582], [-0.370, 1.153, -1.418], [-0.064, 2.074, -0.508], [1.227, 2.113, 0.259], [-1.312, 1.170, -1.959], [0.315, 0.338, -1.648], [-0.777, 2.872, -0.300], [1.891, 2.892, -0.135], [1.753, 1.154, 0.193], [1.057, 2.343, 1.318]]
}

*2*
{
  "formula": "C7H12",
  "method": "ωB97M-V/def2-TZVPD",
  "total_charge": 0,
  "symbols": ["C", "C", "C", "C", "C", "C", "C", "H", "H", "H", "H", "H", "H", "H", "H", "H", "H", "H", "H"],
  "coordinates": [[2.441, 0.211, 1.078], [1.246, 1.161, 0.996], [0.634, 1.119, -0.407], [0.487, -0.124, -1.140], [-2.524, -1.280, -0.753], [-1.688, -0.484, 0.201], [-0.794, 0.466, -0.413], [3.121, 0.395, 1.928], [2.973, 0.268, 0.126], [2.123, -0.827, 1.186], [0.453, 1.111, 1.733], [1.632, 2.198, 1.081], [0.747, -1.118, -0.826], [0.577, -0.046, -2.225], [-2.295, -1.306, -1.803], [-3.001, -2.205, -0.436], [-3.009, -0.262, -0.589], [-1.807, -0.506, 1.262], [-1.314, 1.230, -0.996]]
}

*3*
{
  "formula": "C7H12",
  "method": "ωB97M-V/def2-TZVPD",
  "total_charge": 0,
  "symbols": ["C", "C", "C", "C", "C", "C", "C", "H", "H", "H", "H", "H", "H", "H", "H", "H", "H", "H", "H"],
  "coordinates": [[-3.119, -1.223, -1.839], [-1.925, -1.387, -1.019], [-0.895, -1.448, -0.400], [0.398, -1.344, 0.271], [0.580, 0.002, 1.010], [1.618, 0.889, 0.324], [1.846, 2.208, 1.054], [-4.048, -1.465, -1.321], [-3.056, -1.848, -2.733], [-3.195, -0.183, -2.153], [1.160, -1.429, -0.509], [0.566, -2.191, 0.939], [-0.384, 0.522, 1.046], [0.879, -0.169, 2.052], [1.292, 1.081, -0.707], [2.568, 0.341, 0.246], [0.921, 2.793, 1.115], [2.196, 2.030, 2.077], [2.597, 2.821, 0.547]]
}

What should be chosen as the most stable of them? Choose *3*.

*1*
{
  "formula": "C7H12",
  "method": "ωB97M-V/def2-TZVPD",
  "total_charge": 0,
  "symbols": ["C", "C", "C", "C", "C", "C", "C", "H", "H", "H", "H", "H", "H", "H", "H", "H", "H", "H", "H"],
  "coordinates": [[2.137, 0.775, 0.881], [1.244, -0.078, 0.083], [0.026, -0.582, 0.658], [-0.993, -0.836, -0.441], [-2.386, -0.311, -0.090], [-0.366, -0.121, -1.619], [0.850, 0.336, -1.316], [0.649, 1.599, 1.570], [2.395, 0.409, 1.866], [2.969, 1.217, 0.333], [2.172, -0.807, 0.170], [0.024, -1.167, 1.573], [-0.076, 1.097, 1.528], [-1.078, -1.915, -0.669], [-2.322, 0.760, 0.130], [-2.774, -0.820, 0.799], [-3.093, -0.464, -0.914], [-0.876, -0.010, -2.577], [1.498, 0.920, -1.965]]
}

*2*
{
  "formula": "C7H12",
  "method": "ωB97M-V/def2-TZVPD",
  "total_charge": 0,
  "symbols": ["C", "C", "C", "C", "C", "C", "C", "H", "H", "H", "H", "H", "H", "H", "H", "H", "H", "H", "H"],
  "coordinates": [[-2.551, -0.274, -0.438], [-1.144, 0.093, -0.901], [-0.260, 0.502, 0.275], [-0.042, -0.606, 1.325], [1.958, -0.170, 0.867], [2.034, -0.304, -0.620], [1.199, 0.785, -0.028], [-3.177, -0.613, -1.270], [-3.050, 0.583, 0.031], [-2.501, -1.083, 0.301], [-0.691, -0.768, -1.409], [-1.181, 0.912, -1.631], [-0.696, 1.396, 0.741], [1.257, -1.061, 1.224], [-0.004, -0.127, 2.318], [2.777, 0.086, 1.529], [2.964, 0.012, -1.084], [1.561, -1.170, -1.079], [1.546, 1.806, -0.153]]
}

*3*
{
  "formula": "C7H12",
  "method": "ωB97M-V/def2-TZVPD",
  "total_charge": 0,
  "symbols": ["C", "C", "C", "C", "C", "C", "C", "H", "H", "H", "H", "H", "H", "H", "H", "H", "H", "H", "H"],
  "coordinates": [[0.621, 2.382, 0.529], [0.323, 0.959, 0.235], [0.892, 0.085, -0.895], [0.011, -0.974, -0.227], [-1.345, -1.317, -0.664], [-0.318, -2.430, -0.278], [0.110, -0.206, 1.141], [0.413, 2.970, -0.369], [1.668, 2.553, 0.800], [-0.004, 2.720, 1.359], [-1.342, 1.109, -0.098], [0.612, 0.418, -1.899], [1.981, -0.112, -0.879], [-1.596, -1.325, -1.727], [-2.022, -0.126, -0.147], [0.105, -3.063, -1.078], [-0.333, -2.929, 0.687], [0.970, -0.616, 1.688], [-0.745, -0.098, 1.825]]
}

What should be chosen as the most stable of them? Choose *2*.

*1*
{
  "formula": "C5H20N2O5",
  "method": "ωB97M-V/def2-TZVPD",
  "total_charge": 0,
  "symbols": ["C", "C", "N", "C", "O", "C", "N", "C", "H", "H", "H", "H", "H", "H", "H", "H", "H", "H", "H", "H", "O", "H", "H", "O", "H", "H", "O", "H", "H", "O", "H", "H"],
  "coordinates": [[-0.197, -1.532, -3.024], [-1.172, -0.426, -2.599], [-0.623, 0.496, -1.609], [-0.386, 0.198, -0.310], [-0.130, 1.098, 0.489], [-0.354, -1.227, 0.200], [-1.553, -2.027, 0.044], [-2.557, -1.716, 1.081], [0.582, -1.036, -3.605], [0.226, -2.013, -2.174], [-0.640, -2.278, -3.670], [-2.090, -0.923, -2.291], [-1.387, 0.213, -3.451], [-0.780, 1.470, -1.731], [0.502, -1.733, -0.245], [-0.048, -1.228, 1.249], [-1.340, -3.012, 0.065], [-3.551, -2.002, 0.747], [-2.306, -2.246, 1.997], [-2.578, -0.630, 1.167], [-1.438, 1.481, 2.898], [-1.445, 2.104, 2.173], [-0.677, 0.910, 2.775], [1.593, 3.267, 1.008], [1.452, 3.410, 0.065], [0.979, 2.539, 1.195], [3.060, 1.126, 0.109], [3.060, 1.241, -0.845], [2.821, 1.996, 0.490], [2.498, -1.421, 0.958], [3.202, -1.406, 1.616], [2.594, -0.524, 0.574]]
}

*2*
{
  "formula": "C5H20N2O5",
  "method": "ωB97M-V/def2-TZVPD",
  "total_charge": 0,
  "symbols": ["C", "C", "C", "N", "N", "C", "C", "O", "H", "H", "H", "H", "H", "H", "H", "H", "H", "H", "H", "H", "O", "H", "H", "O", "H", "H", "O", "H", "H", "O", "H", "H"],
  "coordinates": [[-1.295, -2.781, 0.855], [-0.358, -1.906, 0.051], [-1.045, -1.069, -1.016], [-1.622, -1.807, -2.143], [0.387, -0.998, 0.947], [1.829, -1.087, 0.917], [-0.218, -0.191, 1.823], [0.366, 0.412, 2.715], [-2.086, -2.207, 1.327], [-0.800, -3.489, 1.518], [-1.825, -3.474, 0.192], [0.379, -2.496, -0.495], [-1.881, -0.528, -0.556], [-0.330, -0.322, -1.358], [-1.836, -1.125, -2.866], [-0.986, -2.478, -2.569], [2.198, -0.317, 1.578], [2.153, -2.076, 1.252], [2.161, -0.962, -0.114], [-1.306, -0.113, 1.758], [-0.568, 3.015, 2.331], [0.100, 3.502, 1.827], [-0.046, 2.275, 2.672], [1.132, -0.229, -3.616], [0.443, -0.755, -3.170], [1.632, 0.157, -2.875], [2.516, 1.548, -1.622], [1.776, 1.853, -1.075], [3.106, 1.219, -0.914], [-1.472, 3.662, -0.194], [-0.747, 3.384, -0.759], [-1.608, 3.126, 0.597]]
}

What should be chosen as the most stable of them? Choose *1*.

*1*
{
  "formula": "C2H2N2O",
  "method": "ωB97M-V/def2-TZVPD",
  "total_charge": 0,
  "symbols": ["O", "C", "N", "C", "N", "H", "H"],
  "coordinates": [[1.568, 1.257, -0.040], [1.141, 0.162, 0.005], [0.355, -0.802, 0.040], [-1.520, 0.031, -0.016], [-1.261, 1.161, -0.072], [1.779, -0.921, 0.054], [-2.061, -0.889, 0.030]]
}

*2*
{
  "formula": "C2H2N2O",
  "method": "ωB97M-V/def2-TZVPD",
  "total_charge": 0,
  "symbols": ["N", "C", "C", "N", "O", "H", "H"],
  "coordinates": [[2.462, -0.684, -0.040], [1.506, -0.082, 0.066], [0.169, 0.739, 0.168], [-1.056, 0.315, -0.105], [-1.142, -1.062, 0.081], [0.223, 1.893, -0.109], [-2.163, -1.119, -0.061]]
}

*3*
{
  "formula": "C2H2N2O",
  "method": "ωB97M-V/def2-TZVPD",
  "total_charge": 0,
  "symbols": ["O", "C", "N", "C", "N", "H", "H"],
  "coordinates": [[0.903, 1.144, -0.100], [1.082, -0.109, 0.002], [0.056, -0.951, 0.058], [-1.026, -0.135, -0.018], [-1.046, 1.125, -0.115], [2.091, -0.547, 0.050], [-2.094, -0.387, -0.014]]
}

What should be chosen as the most stable of them? Choose *3*.